The following is a DFT calculation (the ωB97M-V functional and the def2-TZVPD basis) of a cluster of 2 separate species, C5H11IN2S in total in a non-equilibrium geometry.

Geometry as XYZ:
```
20
Properties=species:S:1:pos:R:3:forces:R:3
I -0.339161 -0.510744 -2.929283 -0.204 -0.054 0.771
S -1.041515 2.773189 0.438648 0.615 -0.513 -0.447
N -1.342251 -2.466282 -0.894680 -2.913 -0.260 4.189
N 1.686018 2.465879 0.007207 -0.742 1.687 -2.145
C -0.253807 -1.504313 -1.017698 2.542 -0.096 -2.091
C 0.311809 0.507591 0.798226 -0.115 0.081 -0.607
C -0.713175 0.516379 1.694373 0.230 -1.485 2.114
C 0.387632 1.690771 -0.039482 -1.581 -0.262 -3.487
C -1.480184 1.629616 1.636977 0.285 0.762 0.017
H -0.747413 -0.217850 2.539436 -0.366 0.640 -1.056
H -2.256375 -1.935862 -0.548875 2.127 -1.338 -0.809
H -2.160507 1.903420 2.397854 -1.016 0.238 0.373
H 1.633798 3.179541 0.765419 0.440 -0.624 -0.339
H 0.269598 1.200783 -1.205180 0.219 1.712 2.424
H 0.736737 -2.059810 -1.164772 -1.445 0.582 0.869
H -1.161090 -3.229024 -0.141010 -0.061 1.733 -1.031
H -1.666458 -3.045577 -1.639785 0.057 -0.242 -1.684
H 2.405682 1.776568 0.134635 1.043 -0.036 0.303
H 1.068016 -0.200458 0.731804 1.360 -1.175 0.289
H 1.881305 3.009794 -0.943363 -0.474 -1.349 2.347
```
Positions in Å, forces in eV/Å.

The HOMO-LUMO gap (spin up / spin down) comes out at 0.208 / 0.274 Ha. The value obtained for the energy relative to the best compared isomer or geometry (same formula, charge and spin) is 47.78 kcal per mole. As for the charge: +2. The value obtained for the LUMO energy (spin up / spin down) is -9.17 / -8.46 eV. The energy comes out at -27258.331 eV. As for the HOMO energy (spin up / spin down): -14.83 / -15.93 eV.